C26H35KN5O4 as an isolated structure. Source: OMol25; level of theory: the ωB97M-V functional and the def2-TZVPD basis.

```
71
C26H35KN5O4 | OMol25 | the ωB97M-V functional and the def2-TZVPD basis
K 0.261 -1.401 -1.059
C -2.512 -0.179 2.319
N -1.884 -1.251 3.067
C -2.382 -1.471 4.408
C -1.973 -2.843 4.903
C -0.473 -2.989 4.756
N -0.069 -2.704 3.396
C 1.263 -3.140 3.022
C -0.700 -1.772 2.608
O -0.237 -1.441 1.522
H -3.584 -0.370 2.234
H -2.081 -0.133 1.325
H -2.361 0.787 2.813
H -3.470 -1.382 4.381
H -2.012 -0.696 5.094
H -2.475 -3.609 4.311
H -2.263 -2.968 5.948
H -0.163 -4.010 4.991
H 0.043 -2.324 5.464
H 1.334 -4.225 3.118
H 2.018 -2.681 3.669
H 1.463 -2.855 1.995
C 2.202 6.503 0.036
O 2.166 5.106 -0.125
C 0.961 4.478 0.083
C -0.177 5.109 0.537
C -1.361 4.385 0.711
C -1.372 3.034 0.422
C -0.223 2.391 -0.024
C 0.969 3.094 -0.203
N 2.135 2.533 -0.651
C 2.366 1.196 -0.924
C 3.529 0.717 -1.531
C 4.597 1.562 -1.927
C 5.746 1.071 -2.510
C 5.867 -0.307 -2.725
C 4.846 -1.166 -2.365
C 3.637 -0.722 -1.769
O 2.698 -1.528 -1.466
H 2.002 6.793 1.072
H 1.478 7.001 -0.616
H 3.205 6.820 -0.239
H -0.169 6.168 0.757
H -2.257 4.886 1.050
H -2.288 2.466 0.518
H -0.263 1.340 -0.272
H 2.876 3.183 -0.850
H 1.613 0.518 -0.569
H 4.517 2.634 -1.769
H 6.542 1.747 -2.800
H 6.765 -0.705 -3.183
H 4.935 -2.232 -2.541
N -1.915 -2.929 -2.791
C -2.828 -3.659 -3.437
C -2.966 -4.868 -2.772
C -2.067 -4.757 -1.703
N -1.440 -3.582 -1.715
H -1.680 -1.785 -2.905
H -3.323 -3.274 -4.315
H -3.609 -5.696 -3.018
H -1.847 -5.480 -0.931
C -3.679 -0.479 -1.616
O -2.963 0.259 -2.573
C -1.649 -0.208 -2.830
C -1.042 0.810 -3.759
H -4.376 -1.179 -2.091
H -4.251 0.220 -0.997
H -3.002 -1.053 -0.973
H -1.689 1.012 -4.626
H -0.072 0.458 -4.116
H -0.888 1.771 -3.244
```

* net charge: -1
* multiplicity: 1
* energy relative to the best compared isomer or geometry (same formula, charge and spin): 10.7 kcal per mole
* HOMO (alpha / beta): -2.23 / -2.37 eV
* LUMO (alpha / beta): 2.1 / 2.1 eV
* HOMO-LUMO gap (alpha / beta): 4.367 / 4.498 eV

natural (NBO) population analysis, charges in e, atoms 1 to 4: 0.912 -0.407 -0.450 -0.199